118
Properties=species:S:1:pos:R:3:lowdin_charge:R:1 method="wB97M-V/def2-TZVPD" orbital_gap_ev="7.2 / 6.1" spin_multiplicity=6 energy_ha=-4880.2861 s_squared=8.77 total_charge=+2
Ir -0.24026 0.35688 0.28702 1.11
C -4.02525 -1.46164 -1.35992 -0.05
N -2.61997 -1.86253 -1.41061 -0.18
C -2.28181 -2.60733 -2.62809 -0.07
C -2.16216 -2.37258 -0.16271 -0.37
N -1.20925 -1.75016 0.45652 0.00
C -0.47536 -2.40359 1.53030 -0.21
C -0.45811 -1.55703 2.78741 -0.14
N -0.03215 -0.15848 2.52752 -0.25
C 1.35989 0.06873 2.96362 -0.16
C 2.38647 -0.75650 2.20721 -0.13
N 2.34979 -0.60792 0.73863 -0.08
C 2.47538 -1.85865 0.01912 -0.31
N 3.27851 -2.89813 0.50844 -0.19
C 2.79166 -3.92986 1.41782 -0.06
C 4.35807 -3.41311 -0.32605 -0.06
N 2.10112 -1.83296 -1.32948 -0.20
C 2.88557 -1.13934 -2.35641 -0.10
C 1.59742 -3.10280 -1.83467 -0.07
C -0.93183 0.79351 3.20448 -0.17
C -2.24829 0.91968 2.47118 -0.22
N -2.05692 1.40871 1.09834 -0.05
C -3.00363 2.22909 0.64878 -0.38
N -4.21549 2.31075 1.28184 -0.17
C -4.97933 1.13503 1.66112 -0.04
C -4.84441 3.58855 1.58882 -0.04
N -2.84742 3.03942 -0.41899 -0.10
C -1.56712 3.50923 -0.92578 -0.04
C -3.99890 3.63307 -1.09351 -0.03
N -2.79680 -3.44623 0.37709 -0.13
C -3.11428 -3.50959 1.80031 -0.03
C -3.42481 -4.48829 -0.43352 -0.02
H -4.14825 -0.66236 -0.62721 0.07
H -4.70900 -2.28022 -1.11161 0.08
H -4.31026 -1.07880 -2.33750 0.09
H -2.99617 -3.40153 -2.85850 0.09
H -1.28651 -3.03903 -2.53659 0.07
H -2.27347 -1.91196 -3.46850 0.08
H 0.54470 -2.50684 1.15158 0.07
H -0.83296 -3.40789 1.76249 0.11
H 0.20379 -2.01191 3.53003 0.14
H -1.45213 -1.53456 3.23388 0.11
H 1.45071 -0.18323 4.02806 0.14
H 1.57625 1.12707 2.84919 0.10
H 2.28165 -1.80675 2.46197 0.10
H 3.36264 -0.45651 2.58572 0.10
H 1.86241 -3.63901 1.90037 0.06
H 3.53125 -4.13847 2.19532 0.10
H 2.60333 -4.86575 0.87751 0.10
H 4.72624 -2.64073 -0.99325 0.06
H 4.05517 -4.28310 -0.91761 0.09
H 5.18781 -3.72564 0.31339 0.10
H 3.13476 -0.13143 -2.04347 0.05
H 2.28600 -1.07912 -3.26453 0.06
H 3.80797 -1.67605 -2.60628 0.09
H 2.38807 -3.76667 -2.19948 0.09
H 0.93017 -2.90131 -2.67534 0.07
H 1.03620 -3.62056 -1.05610 0.09
H -0.43155 1.75889 3.23630 0.10
H -1.11274 0.48177 4.23961 0.14
H -2.88542 1.59647 3.04350 0.13
H -2.75074 -0.05372 2.46491 0.09
H -4.46929 0.22990 1.34176 0.06
H -5.95904 1.16290 1.17763 0.11
H -5.13450 1.08774 2.74213 0.10
H -4.13216 4.40018 1.45801 0.10
H -5.15392 3.57763 2.63558 0.10
H -5.72744 3.78271 0.97602 0.09
H -0.76529 2.85925 -0.61172 0.02
H -1.37323 4.53021 -0.58818 0.11
H -1.59222 3.50728 -2.01465 0.09
H -4.88567 3.02196 -0.94561 0.10
H -3.77889 3.67998 -2.15773 0.08
H -4.20111 4.64862 -0.74867 0.10
H -2.89687 -2.55494 2.27551 0.07
H -2.57110 -4.30326 2.31693 0.10
H -4.18293 -3.70410 1.90670 0.11
H -2.78600 -4.78197 -1.26082 0.09
H -4.40688 -4.19883 -0.81331 0.09
H -3.55407 -5.36284 0.20038 0.10
C 0.32479 3.84315 1.66611 -0.03
C 1.31305 3.36020 0.64540 -0.34
C 1.96839 4.26095 -0.16927 -0.02
C 2.95348 3.78869 -1.02975 -0.02
C 3.33513 2.46999 -0.95098 -0.04
C 2.69685 1.63284 -0.02558 -0.36
N 1.59989 2.03515 0.63996 0.07
N 3.26920 0.40454 0.27049 -0.07
Si 5.08747 0.38166 0.49633 0.54
C 5.96979 0.03186 -1.11108 -0.16
C 5.57307 2.06014 1.15027 -0.15
C 5.58991 -0.88537 1.76705 -0.15
H 0.05401 4.88202 1.48614 0.09
H 0.78401 3.78888 2.65657 0.10
H -0.57784 3.23685 1.67699 0.04
H 1.71440 5.31074 -0.12824 0.12
H 3.43957 4.45611 -1.72971 0.13
H 4.13141 2.08176 -1.56839 0.10
H 5.49889 0.46231 -1.99471 0.03
H 6.09520 -1.03686 -1.28940 0.02
H 6.97401 0.45950 -1.03771 0.05
H 5.74428 2.80595 0.37519 0.04
H 6.50799 1.94504 1.70549 0.05
H 4.82739 2.45688 1.84429 0.04
H 5.00122 -1.79943 1.75912 0.01
H 5.56917 -0.45843 2.77209 0.05
H 6.62990 -1.15064 1.55497 0.06
Se -0.17268 0.15678 -2.15912 0.92
C -1.37052 1.00743 -3.36825 -0.58
C -0.86598 1.34641 -4.61770 -0.10
C -1.73923 1.89252 -5.55048 -0.11
N -3.03766 2.07081 -5.32520 0.09
C -3.50892 1.72107 -4.13164 -0.14
C -2.72034 1.20216 -3.11441 -0.14
H 0.17554 1.19242 -4.86803 0.10
H -1.37633 2.18547 -6.52883 0.12
H -4.57398 1.86509 -3.97966 0.12
H -3.14413 0.95598 -2.15193 0.08

9
Properties=species:S:1:pos:R:3:lowdin_charge:R:1 method="wB97M-V/def2-TZVPD" orbital_gap_ev="7.6 / 7.9" energy_ha=-3316.7676 total_charge=-1
C -2.34488 0.24391 -0.76209 -0.91
C 0.80504 -0.11842 -0.07981 -0.52
N -1.45557 -0.80749 -1.14407 -0.36
O -1.89387 1.34881 -0.43396 -0.06
O -3.53258 -0.17501 -0.86116 -0.12
Cl -1.98358 -2.43751 -1.10560 0.50
Br 1.93908 -0.31512 -1.53896 0.54
H 0.79216 -0.98763 0.44535 -0.06
H 0.79789 0.91958 0.20415 -0.01